DFT (ωB97M-V/def2-TZVPD) results for a gas-phase ion, C3H6BrN2P2 (charge +1).

## Properties
**Lowest unoccupied orbital energy**: -4.6 eV
**HOMO level**: -0.4783 Ha
**Energy above the lowest of the compared OMol25 structures with the same formula, charge and spin**: 43.3 kcal per mole
**Total charge**: +1

Element x y z (Å)
C -1.204 -1.010 -0.303
C -2.234 -0.157 -0.012
C -0.368 0.825 0.872
N -0.049 -0.324 0.235
N -1.689 0.914 0.777
P 2.375 0.938 -1.246
P 1.540 -0.682 0.021
Br -4.042 -0.187 -0.447
H -1.079 -1.948 -0.728
H -2.251 1.752 0.804
H 3.671 0.890 -0.455
H 2.072 1.971 -0.285
H 1.381 -2.026 -0.479
H 1.877 -0.955 1.247

Atom charges from the Löwdin analysis, given in e for atoms 1 to 8: number 1, C, carries -0.080; number 2, C, carries -0.721; number 3, C, carries -0.154; number 4, N, carries -0.419; number 5, N, carries 0.029; number 6, P, carries 0.658; number 7, P, carries 0.784; number 8, Br, carries 0.838

=====

DFT (ωB97M-V/def2-TZVPD) results for a molecular structure, C4H9N.

## Properties
**Lowest unoccupied orbital energy**: -0.7 eV
**HOMO level**: -0.2403 Ha
**Energy above the lowest of the compared OMol25 structures with the same formula, charge and spin**: 169.5 kcal per mole
**Total charge**: 0

Element x y z (Å)
N 0.910 -0.285 0.503
C 0.707 -0.014 -0.950
C -0.814 -0.233 -1.119
C -1.448 -0.062 0.223
C -0.300 0.054 1.201
H 4.266 1.834 0.957
H 1.298 -0.701 -1.630
H 1.016 1.063 -1.272
H 3.693 2.189 0.435
H -1.300 -0.474 -2.075
H -1.096 -1.070 -0.334
H -2.336 0.351 0.392
H -0.412 -0.675 2.073
H -0.368 1.010 1.802

Atom charges from the Löwdin analysis, given in e for atoms 1 to 8: number 1, N, carries -0.114; number 2, C, carries -0.301; number 3, C, carries -0.019; number 4, C, carries -0.034; number 5, C, carries -0.342; number 6, H, carries 0.004; number 7, H, carries 0.102; number 8, H, carries 0.102

=====

DFT (ωB97M-V/def2-TZVPD) results for 3 unconnected molecules or ions with the total composition C7H22BrN2O8P2.

## Properties
**Lowest unoccupied orbital energy**: 1.6 eV
**HOMO level**: -0.0627 Ha
**Total charge**: -1

Element x y z (Å)
N -4.445 -6.078 2.685
C -3.238 -5.268 2.374
N -3.170 -3.956 2.925
Br -3.860 -3.914 4.720
H -5.187 -5.744 2.076
H -4.287 -7.037 2.389
H -2.343 -5.894 2.591
H -3.220 -5.085 1.288
C 2.394 0.001 0.644
O 1.553 -1.081 0.214
P 1.584 -2.476 1.017
O 0.879 -3.464 0.201
O 0.827 -1.989 2.332
C -0.579 -1.675 2.269
O 2.760 -3.167 1.864
C 4.091 -3.150 1.331
H 2.071 0.897 0.120
H 2.297 0.167 1.719
H 3.437 -0.203 0.395
H -1.076 -2.207 1.462
H -0.699 -0.597 2.132
H -1.039 -1.966 3.208
H 4.459 -2.129 1.215
H 4.128 -3.665 0.368
H 4.730 -3.672 2.038
C 0.400 5.204 -4.305
O 1.037 4.373 -3.322
P 0.280 4.076 -1.928
O 1.252 3.437 -1.040
O -0.805 3.058 -2.551
C -0.349 1.791 -3.031
O -0.869 4.812 -1.090
C -0.763 6.226 -0.839
H 0.963 5.102 -5.228
H -0.629 4.881 -4.479
H 0.411 6.250 -3.995
H 0.575 1.488 -2.539
H -0.191 1.834 -4.111
H -1.127 1.062 -2.817
H -0.766 6.793 -1.772
H 0.143 6.450 -0.274
H -1.630 6.514 -0.253

Atom charges from the Löwdin analysis, given in e for atoms 1 to 8: number 1, N, carries -0.083; number 2, C, carries -0.640; number 3, N, carries -0.608; number 4, Br, carries 0.208; number 5, H, carries 0.034; number 6, H, carries 0.026; number 7, H, carries 0.065; number 8, H, carries 0.071

=====

DFT (ωB97M-V/def2-TZVPD) results for 2 unconnected molecules or ions with the total composition C3H11NOS2.

## Properties
**Lowest unoccupied orbital energy**: 0.2 eV
**HOMO level**: -0.3119 Ha
**Energy above the lowest of the compared OMol25 structures with the same formula, charge and spin**: 13.6 kcal per mole
**Total charge**: 0
**SMILES string**: C[C@H](N)CSS.O

Element x y z (Å)
C 1.993 1.296 0.306
C 0.474 1.424 0.202
N 0.133 2.858 0.026
C -0.212 0.832 1.467
S 0.060 -0.922 1.666
S -0.952 -1.706 -0.090
H 2.285 1.267 1.369
H 2.466 2.210 -0.051
H 2.459 0.386 -0.059
H 0.170 0.858 -0.683
H -0.882 2.932 0.070
H 0.337 3.044 -0.949
H -1.279 1.069 1.481
H 0.272 1.349 2.292
H -1.728 -0.626 -0.078
O -0.493 -1.284 -4.034
H -1.260 -1.070 -4.568
H -0.290 -0.505 -3.530

Atom charges from the Löwdin analysis, given in e for atoms 1 to 8: number 1, C, carries -0.089; number 2, C, carries -0.536; number 3, N, carries 0.023; number 4, C, carries -0.580; number 5, S, carries 0.478; number 6, S, carries 0.348; number 7, H, carries 0.073; number 8, H, carries 0.073

=====

DFT (ωB97M-V/def2-TZVPD) results for 2 unconnected molecules or ions with the total composition C2H3NOS2.

## Properties
**Lowest unoccupied orbital energy**: 0.1 eV
**HOMO level**: -0.3119 Ha
**Energy above the lowest of the compared OMol25 structures with the same formula, charge and spin**: 50.3 kcal per mole
**Total charge**: 0

Element x y z (Å)
C 0.760 0.695 -0.031
C -0.579 -0.417 1.109
N 0.665 0.395 -1.304
O 1.349 1.477 0.634
S -2.075 -0.405 0.349
S -0.887 -2.056 0.433
H -0.333 -0.298 2.191
H -0.184 -0.239 -1.441
H 1.283 0.847 -1.941

Atom charges from the Löwdin analysis, given in e for atoms 1 to 8: number 1, C, carries -0.472; number 2, C, carries -0.952; number 3, N, carries 0.140; number 4, O, carries 0.070; number 5, S, carries 0.490; number 6, S, carries 0.461; number 7, H, carries 0.064; number 8, H, carries 0.083

=====

DFT (ωB97M-V/def2-TZVPD) results for a molecular structure, C16H19NO4S.

## Properties
**Lowest unoccupied orbital energy**: -0.8 eV
**HOMO level**: -0.2899 Ha
**Energy above the lowest of the compared OMol25 structures with the same formula, charge and spin**: 345.1 kcal per mole
**Total charge**: 0

Element x y z (Å)
C 3.428 1.196 -0.408
C 2.068 1.980 -0.863
H 2.045 3.030 -0.812
H 1.856 1.639 -1.967
O 1.121 1.616 -0.236
C 0.319 2.348 0.370
O 0.509 3.475 0.177
C -0.902 1.791 1.118
C -1.336 0.454 1.000
N -0.986 -0.458 0.214
C 0.009 -1.216 0.018
C 0.250 -2.112 -1.165
C -0.628 -2.280 -1.925
O -2.000 -2.028 -1.613
H -1.959 -1.245 -1.034
C -0.443 -3.555 -2.840
C 0.772 -4.288 -2.546
C 1.969 -3.567 -2.325
C 1.542 -2.481 -1.219
O 2.667 -2.224 -0.511
H 2.725 -4.147 -2.226
H 2.145 -3.175 -3.198
H 0.724 -5.170 -3.346
H 0.475 -5.108 -1.574
H -1.727 -4.023 -3.160
H -0.433 -2.897 -3.797
H 1.162 -0.720 0.588
S -2.810 0.120 2.173
C -2.449 1.696 2.835
C -1.529 2.529 2.270
C -1.420 3.896 2.570
H -0.681 4.444 1.729
H -2.269 4.480 2.695
H -0.714 4.027 3.511
C -3.418 2.225 3.850
H -3.091 2.467 4.830
H -4.207 3.121 3.412
H -4.025 1.266 4.397
H 3.645 1.463 0.514
H 4.194 1.285 -1.149
H 3.404 0.147 -0.355

Atom charges from the Löwdin analysis, given in e for atoms 1 to 8: number 1, C, carries 0.019; number 2, C, carries -0.302; number 3, H, carries 0.105; number 4, H, carries 0.167; number 5, O, carries 0.025; number 6, C, carries -0.484; number 7, O, carries 0.135; number 8, C, carries -0.007

=====

DFT (ωB97M-V/def2-TZVPD) results for a molecular structure, C4H7BrO.

## Properties
**Lowest unoccupied orbital energy (spin up / spin down)**: 0.5 / 0.5 eV
**HOMO level (spin up / spin down)**: -0.2909 / -0.2911 Ha
**Energy above the lowest of the compared OMol25 structures with the same formula, charge and spin**: 94.6 kcal per mole
**Total charge**: 0

Element x y z (Å)
C 0.497 -1.920 -0.874
C 0.807 -0.430 0.474
C -0.833 1.491 -0.108
C -0.449 0.290 0.792
O 0.967 -1.810 0.533
Br 2.345 0.532 -0.183
H -0.477 -2.150 -0.999
H 1.240 -2.055 -1.529
H -0.821 2.389 0.466
H -1.802 1.507 -0.559
H -0.163 1.734 -0.916
H -1.169 -0.404 1.173
H -0.141 0.826 1.731

Atom charges from the Löwdin analysis, given in e for atoms 1 to 8: number 1, C, carries 0.045; number 2, C, carries -0.672; number 3, C, carries -0.105; number 4, C, carries -0.247; number 5, O, carries -0.212; number 6, Br, carries 0.737; number 7, H, carries 0.033; number 8, H, carries 0.021

=====

DFT (ωB97M-V/def2-TZVPD) results for a molecular structure, C4H6NS.

## Properties
**Lowest unoccupied orbital energy (spin up / spin down)**: -9.5 / -9.6 eV
**HOMO level (spin up / spin down)**: -0.4810 / -0.4792 Ha
**Energy above the lowest of the compared OMol25 structures with the same formula, charge and spin**: 101.9 kcal per mole
**Total charge**: +1

Element x y z (Å)
C 1.571 0.030 1.780
C 0.277 -0.524 1.897
C 1.540 1.004 0.799
C -1.872 -0.448 -2.816
N -0.561 -0.180 0.982
S 0.033 1.066 0.061
H 2.341 -0.154 2.504
H -0.061 -1.405 2.552
H 2.407 1.783 0.762
H -1.221 -0.039 -1.947
H -2.002 -1.409 -3.169
H -2.450 0.277 -3.405

Atom charges from the Löwdin analysis, given in e for atoms 1 to 8: number 1, C, carries -0.146; number 2, C, carries -0.282; number 3, C, carries -0.418; number 4, C, carries 0.634; number 5, N, carries -0.328; number 6, S, carries 0.937; number 7, H, carries 0.106; number 8, H, carries 0.149

=====

For the records above, the corresponding strongest force on any atom values read 3.23; 5.75; 4.97; 1.71; 4.88; 18.68; 7.29; 3.86 eV Å⁻¹.